Record 1
{"formula": "C5H12O", "method": "ωB97M-V with the def2-TZVPD basis set", "smiles": "C=C(C)C.[H][H].C=O", "elements": ["O", "C", "C", "C", "C", "C", "H", "H", "H", "H", "H", "H", "H", "H", "H", "H", "H", "H"], "positions_angstrom": [[-1.55633, -1.66380, 1.00805], [0.57862, 0.75778, -1.39088], [-0.11065, 1.54775, 0.92798], [-0.51069, -2.07650, 0.56993], [1.73196, -0.09496, 0.64528], [0.80022, 0.68737, 0.09676], [-2.72146, -0.90002, -0.89747], [0.11377, 1.46517, 1.99518], [2.38580, -0.71938, 0.03933], [1.19486, 0.03350, -1.93283], [0.28618, -2.47737, 1.22475], [-0.29062, -2.09664, -0.51565], [0.81608, 1.76028, -1.76869], [-0.47538, 0.56964, -1.63293], [-0.01975, 2.60141, 0.63481], [-2.94217, -0.51848, -1.49976], [-1.15747, 1.25533, 0.77325], [1.87700, -0.13109, 1.72288]], "forces_ev_per_angstrom": [[0.472, -0.206, -0.158], [0.002, -0.025, -0.058], [-0.009, 0.010, 0.053], [-0.294, 0.084, 0.157], [-0.059, 0.095, -0.052], [0.127, -0.080, 0.065], [-0.040, 0.081, -0.064], [-0.020, -0.001, -0.163], [-0.106, 0.111, 0.044], [-0.066, 0.116, 0.101], [-0.139, 0.035, -0.034], [-0.086, 0.039, 0.098], [-0.043, -0.126, 0.070], [0.157, 0.019, 0.057], [-0.028, -0.153, 0.019], [0.011, -0.055, 0.016], [0.149, 0.020, 0.005], [-0.028, 0.036, -0.156]], "mulliken_charge": [-0.42, -1.15, -1.21, -0.13, -1.11, 0.98, -0.20, 0.32, 0.32, 0.31, 0.31, 0.24, 0.37, 0.23, 0.36, 0.19, 0.28, 0.31]}

=====

Record 2
{"formula": "C29H39BFN4O2", "method": "ωB97M-V with the def2-TZVPD basis set", "total_charge": -1, "elements": ["F", "O", "O", "N", "N", "N", "N", "C", "C", "C", "C", "C", "C", "C", "C", "C", "C", "C", "C", "C", "C", "C", "C", "C", "C", "C", "C", "C", "C", "C", "C", "C", "C", "C", "C", "C", "B", "H", "H", "H", "H", "H", "H", "H", "H", "H", "H", "H", "H", "H", "H", "H", "H", "H", "H", "H", "H", "H", "H", "H", "H", "H", "H", "H", "H", "H", "H", "H", "H", "H", "H", "H", "H", "H", "H", "H"], "positions_angstrom": [[-2.79522, 0.00632, -1.81087], [2.56641, -1.11899, -0.52248], [2.79968, -2.15450, -2.54778], [6.61088, -0.67086, 1.36065], [-10.37845, 1.92564, 1.50632], [11.91631, 0.42325, -2.53214], [-6.53025, 1.51866, 2.69861], [-12.07134, 1.59183, -0.68633], [-7.41894, 2.42239, 3.14089], [-7.07116, 3.66842, 3.63858], [-4.78576, 3.08855, 3.23923], [-3.54515, -0.34627, -0.61414], [-11.29397, 2.73403, -0.56638], [2.77043, 0.27971, -0.89937], [12.96689, -0.10166, -3.18003], [12.55705, -2.28512, -2.32827], [6.69732, -1.98764, 1.60136], [7.76637, -0.01206, 1.18687], [13.32573, -1.43828, -3.11328], [11.46591, -1.76812, -1.64597], [-0.40858, -2.00316, -0.46529], [11.18834, -0.41737, -1.78132], [9.01334, -0.61375, 1.24134], [-11.14163, 0.83157, 1.36726], [-5.59881, 1.12000, -1.38105], [-5.72618, 4.00346, 3.68757], [-5.23402, 1.86912, 2.75524], [-1.89910, -2.57131, -0.68149], [0.47968, -2.22480, -1.78275], [-11.99620, 0.61755, 0.29797], [9.07394, -1.97632, 1.49382], [-5.09647, -0.39419, -1.06346], [2.01307, -1.82737, -1.62030], [7.89435, -2.68155, 1.67897], [4.10922, 0.91156, -0.29863], [-10.46827, 2.85139, 0.53998], [-3.06756, -1.73657, 0.12197], [2.78882, 0.39989, -2.04160], [-11.05034, 0.10047, 2.16400], [-6.73437, 1.17014, -1.43748], [5.74776, -2.49565, 1.73530], [-1.89877, -3.63373, -0.22628], [7.90364, -3.74569, 1.87826], [-3.42024, 0.50543, 0.15268], [0.47276, -3.35961, -1.97352], [-3.72751, 3.31628, 3.26391], [-0.43767, -0.92150, -0.10314], [13.53891, 0.60073, -3.77774], [-12.58794, -0.28706, 0.23658], [4.67285, 0.10900, 0.31816], [-9.83853, 3.72450, 0.67683], [-5.26983, 1.74482, -0.47606], [4.76504, 1.29884, -1.15484], [14.18415, -1.80753, -3.66024], [0.06641, -2.60963, 0.38759], [-7.83282, 4.35876, 3.97983], [9.91408, -0.03186, 1.09074], [-4.53615, 1.12214, 2.38988], [-2.67354, -1.51822, 1.23718], [12.80619, -3.33758, -2.24906], [10.84423, -2.39936, -1.02344], [-8.45743, 2.11329, 3.08570], [3.85032, 1.81819, 0.35899], [-12.72937, 1.46207, -1.53851], [10.03137, -2.48365, 1.54545], [-5.07980, 1.54974, -2.30944], [-5.77198, -0.78836, -0.24208], [-5.41403, 4.96870, 4.07194], [7.66730, 1.05157, 0.99524], [10.34407, 0.03291, -1.27041], [-0.02096, -1.71580, -2.68335], [-5.19204, -0.98510, -2.04661], [1.84881, 0.86073, -0.52856], [-2.13894, -2.73485, -1.79736], [-11.32770, 3.51538, -1.31511], [-3.99458, -2.50201, 0.25129]], "forces_ev_per_angstrom": [[-0.385, 0.029, 0.755], [-1.024, 0.123, -1.506], [-2.351, 1.073, 3.061], [0.767, -0.391, 0.133], [-0.522, -0.059, -0.509], [0.173, -0.607, 0.047], [0.267, 0.666, 0.290], [-0.057, -0.009, -0.059], [0.146, -0.523, -0.144], [0.174, 0.030, -0.007], [-0.114, 0.112, 0.054], [-1.757, 0.004, 0.575], [-0.077, -0.113, -0.001], [-0.373, 1.423, -0.344], [-0.380, 0.340, 0.197], [0.028, -0.084, 0.011], [-0.283, 0.484, -0.076], [-0.564, -0.124, 0.039], [-0.076, -0.069, 0.080], [0.112, -0.057, -0.046], [-0.130, -0.561, -0.214], [0.187, 0.479, -0.260], [0.009, -0.102, 0.025], [0.361, 0.351, 0.208], [0.519, -0.406, 0.700], [0.041, 0.100, 0.028], [-0.468, -0.418, -0.157], [0.903, -1.047, -0.040], [-0.235, -0.159, 1.725], [-0.007, 0.112, -0.092], [0.063, -0.067, -0.003], [0.510, 1.824, -0.738], [1.871, -1.013, -3.377], [0.148, 0.080, -0.028], [-0.244, -0.340, 0.127], [0.167, -0.266, 0.469], [0.459, -0.450, -0.843], [-0.004, -0.460, 1.652], [-0.021, -0.023, -0.064], [1.374, 0.057, -0.216], [0.047, -0.023, -0.018], [0.052, 1.361, -0.759], [-0.039, 0.048, -0.014], [-0.163, -0.683, -1.465], [0.150, 1.727, 0.049], [-0.037, -0.052, -0.031], [0.117, -1.277, -0.767], [0.018, -0.066, -0.007], [0.050, 0.026, 0.024], [-0.897, 1.569, -1.070], [-0.012, -0.009, -0.060], [-0.563, -0.662, -1.302], [-0.797, -0.707, 1.261], [-0.034, 0.042, 0.013], [-0.535, 0.950, -1.154], [-0.003, -0.049, -0.015], [-0.047, 0.002, 0.039], [0.020, 0.034, 0.000], [0.300, 0.306, 0.601], [-0.020, 0.057, -0.009], [-0.020, 0.059, -0.041], [0.022, 0.098, -0.040], [0.432, -1.456, -0.837], [0.044, 0.003, 0.042], [-0.039, 0.030, 0.015], [-0.916, -0.646, 1.279], [1.080, 0.162, -1.010], [-0.007, -0.041, -0.018], [0.052, -0.015, -0.013], [-0.008, -0.089, -0.022], [1.123, -0.566, 1.296], [0.144, 0.477, 1.685], [1.351, -0.827, -0.467], [0.481, 0.421, 1.390], [0.037, -0.028, 0.042], [-0.588, -0.119, -0.072]], "mulliken_charge": [-0.41, -0.30, -0.59, -0.35, -0.33, -0.54, -0.46, -0.11, -0.21, -0.50, -0.50, 0.25, -0.57, -0.22, -0.24, -0.41, -0.25, -0.31, -0.30, -0.21, -0.14, -0.29, -0.54, -0.14, -0.90, -0.14, -0.25, -0.89, -0.34, -0.55, -0.20, -0.45, 0.41, -0.53, -0.64, -0.14, 0.36, 0.31, 0.37, 0.28, 0.38, 0.18, 0.35, -0.17, 0.21, 0.38, 0.13, 0.36, 0.35, 0.06, 0.37, 0.19, 0.27, 0.35, 0.20, 0.36, 0.56, 0.50, -0.27, 0.36, 0.37, 0.48, 0.28, 0.35, 0.46, 0.26, 0.28, 0.36, 0.37, 0.55, 0.24, 0.25, 0.22, 0.23, 0.35, -0.25]}

=====

Sequential relative energy (zero: lowest compared OMol25 entry of this formula, charge and spin) output: 230.5, 324.4 kJ/mol